*one*
Below is a cluster of 2 separate species, C3H10NO2S in total, with properties calculated with the ωB97M-V functional and the def2-TZVPD basis.

```
17
Properties=species:S:1:pos:R:3
H -0.94573 1.17008 0.26274
H 0.08760 1.56871 1.51910
H 1.69828 -2.15315 -1.99138
H 0.25905 -2.39853 0.14320
O -1.86605 1.55350 -1.11019
C 0.56561 -0.30716 0.78045
H 1.17437 -0.51057 1.66510
H 2.01966 0.60772 -0.40877
H -1.06887 0.31776 1.69235
N -0.38265 0.78385 1.06819
S 2.38948 -1.48650 -1.06038
H -1.48010 1.96288 -1.89300
H 0.48748 0.16582 -1.27255
O -1.36092 -1.59277 1.23061
H -2.57605 2.12603 -0.79167
C 1.26320 -0.16285 -0.58358
C -0.26436 -1.64484 0.74980
```

Summary:
net charge	+1
spin multiplicity	1
LUMO	-0.1285	hartree



*two*
Below is a cluster of 2 separate species, C3H10NO2S in total, with properties calculated with the ωB97M-V functional and the def2-TZVPD basis.

```
17
Properties=species:S:1:pos:R:3
H 1.85524 -0.54302 -0.19608
C -0.08409 0.39545 -0.35971
N 1.00421 -0.34117 0.40095
H 0.78356 1.58952 -2.06616
H 0.42209 -1.21470 0.83571
S -1.40072 2.42320 -1.78383
O -1.60074 -0.52279 1.08186
C -1.24399 0.55888 0.72335
H -0.06211 -3.15939 1.88891
H 1.34172 0.13755 1.18932
H -0.37606 -0.43268 -1.14183
C 0.17866 1.63731 -1.15972
O 0.65075 -2.90633 1.25140
H -1.63994 1.50704 0.85198
H 1.38886 -3.07328 1.83185
H -1.76524 1.51349 -2.79971
H 0.54782 2.43091 -0.54829
```

Summary:
net charge	+1
spin multiplicity	1
LUMO	-0.1454	hartree



From most stable to least stable, the computed energies give *one*, *two*.



*one*
Below is a cluster of 3 separate species, C2H8O3 in total, with properties calculated with the ωB97M-V functional and the def2-TZVPD basis.

```
13
Properties=species:S:1:pos:R:3
H 1.54366 -0.18095 -0.80703
H 0.67081 -0.99706 3.95348
H -0.68545 -1.43411 -3.89096
O -0.39495 0.06957 0.89823
H -1.52660 -0.21824 -3.45931
H 1.37857 1.48878 -1.55985
H -0.11432 -0.82594 0.63985
O -0.74673 -0.74736 -3.23548
C 0.07332 1.06488 0.04470
H -0.53933 1.93763 0.16092
C 1.03590 0.77950 -0.81273
H -0.55327 -0.23617 3.66807
O -0.14161 -0.70052 4.40012
```

Summary:
net charge	0
SMILES	C=CO.O.O
spin multiplicity	1
LUMO	0.0240	hartree



*two*
Below is a cluster of 3 separate species, C2H8O3 in total, with properties calculated with the ωB97M-V functional and the def2-TZVPD basis.

```
13
Properties=species:S:1:pos:R:3
O -1.04464 -1.74903 0.18576
C -0.01422 -1.20863 -0.15366
O -0.88739 1.33755 1.30751
H -0.67810 2.27025 -2.28457
H -0.11274 -0.56771 -1.03888
O -0.77026 1.52354 -2.87800
H 0.89252 -1.20340 1.75052
H -0.39866 0.74311 -2.46535
H 1.45829 -2.41272 0.71289
H -1.42572 2.08171 1.62152
C 1.20443 -1.35054 0.71314
H -0.25503 1.21212 2.02123
H 2.03153 -0.67626 0.50788
```

Summary:
net charge	0
SMILES	CC=O.O.O
spin multiplicity	1
LUMO	0.0176	hartree



*three*
Below is a cluster of 3 separate species, C2H8O3 in total, with properties calculated with the ωB97M-V functional and the def2-TZVPD basis.

```
13
Properties=species:S:1:pos:R:3
H 0.43164 1.01672 -0.09344
O -2.98010 1.47118 -0.77344
O 3.15150 0.39137 2.13789
H -1.41288 -1.18474 0.22875
H 3.55432 0.10104 1.30502
H -2.70953 2.19862 -0.23344
C -0.89863 -1.37463 -0.70970
H -1.18309 -2.24273 -1.28188
H 0.52081 -0.79315 -2.05345
C 0.15115 -0.61599 -1.04313
H -3.09943 0.76730 -0.13960
O 0.88635 0.18959 -0.24252
H 3.58788 0.07543 2.89894
```

Summary:
net charge	0
SMILES	C=CO.O.O
spin multiplicity	1
LUMO	0.0243	hartree



From most stable to least stable, the computed energies give *two*, *one*, *three*.



*one*
Below is a cluster of 2 separate species, CH5OS in total, with properties calculated with the ωB97M-V functional and the def2-TZVPD basis.

```
8
Properties=species:S:1:pos:R:3
C -0.67291 -0.98829 0.09188
H -0.49234 -0.50212 1.05529
S -1.90595 -0.10644 -0.96711
O 1.44811 1.89594 -0.02006
H 0.85945 1.46711 -0.66542
H 0.25936 -1.00523 -0.48254
H 1.45623 1.26389 0.72270
H -0.95194 -2.02486 0.26527
```

Summary:
net charge	-1
spin multiplicity	1
LUMO	0.1586	hartree



*two*
Below is a cluster of 2 separate species, CH5OS in total, with properties calculated with the ωB97M-V functional and the def2-TZVPD basis.

```
8
Properties=species:S:1:pos:R:3
H -0.32629 -1.12243 -1.04189
O -1.96364 -0.94966 1.26767
S 0.98586 0.73275 0.05843
C 0.37020 -0.31168 -1.27417
H -2.59950 -0.27151 1.39485
H -1.36083 -0.59030 0.57142
H -0.16954 0.31773 -2.00971
H 1.17117 -0.76204 -1.87648
```

Summary:
net charge	-1
spin multiplicity	1
LUMO	0.1567	hartree



*three*
Below is a cluster of 2 separate species, CH5OS in total, with properties calculated with the ωB97M-V functional and the def2-TZVPD basis.

```
8
Properties=species:S:1:pos:R:3
C 0.10707 -0.58117 -1.11895
H 0.36067 -1.59278 -1.44594
H -0.34443 1.05008 2.98945
H 0.50477 0.17338 0.62286
H -0.92580 -0.57864 -0.77306
S -0.81471 1.60781 1.85812
H 0.08889 0.08934 -1.98656
O 1.02355 -0.16802 -0.14592
```

Summary:
net charge	-1
spin multiplicity	1
LUMO	0.1564	hartree



From most stable to least stable, the computed energies give *three*, *one*, *two*.



*one*
Below is a cluster of 2 separate species, C2H8NO in total, with properties calculated with the ωB97M-V functional and the def2-TZVPD basis.

```
12
Properties=species:S:1:pos:R:3
H 2.21216 0.82592 0.04969
O -1.46292 -1.64934 -0.62909
N 0.36526 0.12770 0.12639
H -2.15728 -2.31833 -0.54187
H 0.63179 2.12420 0.38095
H -0.10664 1.34056 1.80982
H -0.39092 -0.62774 -0.03355
H -1.15474 1.54986 0.36760
C -0.12898 1.41258 0.71305
H 1.87919 -1.00783 -0.51946
H -1.28696 -1.73882 -1.58877
C 1.60004 -0.03875 -0.13474
```

Summary:
net charge	+1
spin multiplicity	1
LUMO	-0.1735	hartree



*two*
Below is a cluster of 2 separate species, C2H8NO in total, with properties calculated with the ωB97M-V functional and the def2-TZVPD basis.

```
12
Properties=species:S:1:pos:R:3
H 1.04968 1.65482 -1.40125
C 0.87554 1.04808 0.71640
O 0.78018 -0.44142 -1.02721
H 0.95371 -0.56903 -1.99693
H 1.09901 0.10150 1.33212
H -1.44302 -0.01263 0.95784
C 1.03834 0.94841 -0.55184
H 0.48093 1.97925 1.20581
N -1.28901 -0.94363 0.36751
H -1.67115 -1.93608 0.76932
H -1.66994 -0.88040 -0.55722
H -0.20427 -0.94888 0.18546
```

Summary:
net charge	+1
spin multiplicity	1
LUMO	-0.1458	hartree



*three*
Below is a cluster of 2 separate species, C2H8NO in total, with properties calculated with the ωB97M-V functional and the def2-TZVPD basis.

```
12
Properties=species:S:1:pos:R:3
C -0.57963 -0.63640 1.03467
N 0.67290 0.08177 0.74868
H -0.05619 0.02501 -2.80676
H 1.69637 1.79500 0.32302
H -0.47738 -1.13191 1.99338
C 0.75185 1.33918 0.57545
H -0.21354 1.82777 0.52833
H -1.39931 0.07898 0.99972
H -1.08284 -0.81831 -2.14259
O -0.11928 -0.76267 -2.24944
H -0.73054 -1.33187 0.21686
H 1.53759 -0.46654 0.77868
```

Summary:
net charge	+1
spin multiplicity	1
LUMO	-0.1927	hartree



From most stable to least stable, the computed energies give *one*, *three*, *two*.



*one*
Below is a structure of composition C22H29N5O3, with properties calculated with the ωB97M-V functional and the def2-TZVPD basis.

```
59
Properties=species:S:1:pos:R:3
N -5.18587 -0.76176 -0.77464
C -2.15167 0.14137 0.64224
H 0.95032 -1.83934 -1.74917
C 1.90669 -1.87426 1.51957
H -3.12796 3.19347 -0.56654
H -3.21979 -1.46721 0.65617
H 2.08586 -0.61302 1.52352
N -0.43150 -1.25685 1.23003
H 2.83783 -2.35706 2.07088
C -3.26811 2.06603 -0.12195
H -6.33384 -2.61069 -0.49028
N 3.50479 0.65875 -0.43617
H 0.49343 2.20341 -1.18021
C -1.21131 -0.15451 1.56595
H 6.09906 -3.10234 -1.68960
H -7.02303 0.50120 -0.80324
H 0.73049 3.92113 -0.30879
C -5.30620 -2.00829 -0.29997
C -2.20246 1.58095 0.52138
H -5.44663 -2.10833 1.00900
H -1.39514 2.48735 0.83476
C 0.99080 -1.61309 -0.73996
H -1.26619 -1.26819 -0.62321
C 3.42389 3.38201 -0.55522
C -4.14156 0.13708 -0.38152
C -3.18701 -0.50989 0.37347
C 2.01432 -2.10741 0.14042
H 4.31231 2.98438 -1.09759
C -0.42942 -1.77368 -0.31650
H 3.18526 4.49919 -0.17612
H 0.36885 -2.97877 1.91905
C 3.90790 -0.65831 -0.55071
H 1.21955 -0.26500 -0.83376
N 4.09634 -2.78887 -1.14005
C 3.20169 2.70559 0.70150
H 0.57092 -1.74868 3.06973
O -0.84637 0.03432 2.65436
H 1.15570 3.34785 1.67708
O 4.54275 0.72282 1.66502
C 1.63463 2.56198 0.85907
H 1.77279 -3.17365 -0.00027
H 2.89909 0.95978 -1.11897
H 6.06148 -0.58520 -1.48961
H -0.58331 -2.78790 -0.28821
H -7.17490 -0.83477 -1.64254
C 1.22293 3.10218 -0.53924
O 2.30098 2.83416 -1.39609
C -6.44354 -0.15212 -1.31006
H 1.39459 1.44600 1.28907
H -6.28403 0.36976 -2.25812
H 3.59794 3.09954 1.47036
C 5.18332 -2.42013 -1.14818
H -5.07337 1.88705 -1.37213
C 0.62810 -2.10311 2.06130
H -4.60959 -2.61149 -0.27081
C 5.25641 -0.96045 -1.17032
N 3.31240 -1.92580 -0.61246
C 3.73566 1.16664 0.81904
C -4.25625 1.42619 -0.82070
```

Summary:
net charge	0
spin multiplicity	1
LUMO	0.0150	hartree



*two*
Below is an isolated molecule of C22H29N5O3, with properties calculated with the ωB97M-V functional and the def2-TZVPD basis.

```
59
Properties=species:S:1:pos:R:3
H -1.37992 -1.66049 3.43832
C 0.33173 -2.30253 -1.31243
H -1.92454 -3.80359 -1.12566
H -3.25533 4.58158 2.12442
N 4.38382 1.69913 0.14526
C -2.72551 2.48176 -0.47742
C 1.41676 -1.38304 -0.87639
O -3.26163 -2.54317 0.85033
C 3.17215 1.73887 -0.54391
H -0.01585 0.16392 -2.60178
H -0.68334 -3.34674 0.96554
C -1.66311 2.11375 -1.47407
C -3.44632 3.79512 1.40886
C -4.88251 2.09585 0.52470
H -5.38428 3.33578 2.19625
H -4.12724 1.01574 -1.15796
H -5.81422 1.54958 0.54796
H 4.34891 -2.18986 1.97080
O 6.10651 0.78677 1.29468
C -4.64176 3.09723 1.44918
H -4.66947 -2.81443 -2.14485
C 0.44236 0.74815 -1.80027
N -0.92626 -1.99207 -0.64539
H -3.46045 -1.19415 -0.68187
C -2.17750 -1.86360 1.44880
H 0.66804 -3.33215 -1.11040
H 5.95878 -1.47166 1.67205
H 0.17468 -2.19210 -2.39054
N 1.43810 -0.05932 -1.14529
H -2.11100 1.59232 -2.32255
H 4.87310 2.58398 0.22435
C 5.04426 0.63470 0.73642
C 5.01477 -1.76705 1.21887
N 2.47991 -1.78205 -0.19593
C -2.04386 -2.71148 -1.23170
H -5.44147 -2.70766 -0.55292
C -2.17952 -2.19500 2.93388
H -0.14588 1.74501 0.00929
C -0.86046 -2.27328 0.78063
C -0.62747 1.20439 -0.80790
C -4.54913 -3.02286 -1.08547
C -3.33963 -2.28149 -0.53450
H -2.10352 -2.46574 -2.29460
H -1.16679 3.01313 -1.84408
C 2.59405 0.42991 -0.58168
H 5.18315 -2.51005 0.43980
C -3.92966 1.79254 -0.43199
H -1.12104 0.32067 -0.39995
C -2.49487 3.48714 0.45346
H -0.03360 -1.70640 1.21235
H -2.04287 -3.26393 3.07304
C 3.21864 -0.66969 -0.00655
H -2.31874 -0.77651 1.30713
H 0.95138 1.61786 -2.22277
H -4.42232 -4.09233 -0.94125
H -1.56327 4.03403 0.42398
H -3.13299 -1.90933 3.36809
N 4.41316 -0.58517 0.64314
O 2.74464 2.77349 -1.01322
```

Summary:
net charge	0
SMILES	C[C@@H]1CN(Cc2nc3c(c(=O)[nH]c(=O)n3C)n2CCCc2ccccc2)C[C@H](C)O1
spin multiplicity	1
LUMO	0.0226	hartree



From most stable to least stable, the computed energies give *two*, *one*.